{"formula": "C19H21ClN2O2", "method": "wB97M-V/def2-TZVPD", "total_energy_ha": -1456.82442, "smiles": "O=C(CN1CCCCC1)Nc1cc(Cl)ccc1Oc1ccccc1", "gap_ev": 9.27, "max_force_ev_per_a": 0.5, "charge": 0, "homo_ev": -8.55, "symbols": ["Cl", "O", "O", "N", "N", "C", "C", "C", "C", "C", "C", "C", "C", "C", "C", "C", "C", "C", "C", "C", "C", "C", "C", "C", "H", "H", "H", "H", "H", "H", "H", "H", "H", "H", "H", "H", "H", "H", "H", "H", "H", "H", "H", "H", "H"], "coordinates": [[-6.11633, -0.96071, 0.93544], [-1.52560, 1.88381, -1.35332], [-1.69033, -2.93898, -0.32984], [1.45623, -2.04588, -0.72093], [-1.41874, -0.82565, -1.13275], [0.33230, -2.44397, -1.54732], [-2.56553, -0.17964, -0.67891], [-2.60713, 1.22034, -0.79402], [1.69961, -0.61892, -0.65132], [0.60268, 2.85520, -1.12143], [1.68788, 3.22866, -0.35394], [3.08448, -0.37187, -0.05789], [-4.81849, 1.25868, 0.13971], [1.43334, -2.63004, 0.60833], [-3.65821, -0.84608, -0.13754], [-1.03910, -2.12574, -0.94460], [-0.49548, 2.24847, -0.51873], [0.59535, 2.40284, 1.60913], [-0.50027, 2.02424, 0.85220], [1.69098, 3.00073, 1.01309], [-3.72681, 1.92481, -0.38954], [3.15593, -0.97340, 1.34055], [-4.76709, -0.12017, 0.26586], [2.80032, -2.45436, 1.26283], [2.44548, -0.45821, 1.99203], [4.15506, -0.84351, 1.75974], [-0.78498, -0.22039, -1.63965], [0.66056, -2.16390, 1.24451], [-3.73279, 2.99906, -0.49098], [0.58710, 2.22411, 2.67403], [0.95626, -0.09689, -0.02276], [0.58332, 3.02446, -2.18672], [2.53715, 3.69837, -0.82709], [-3.62922, -1.91768, -0.03187], [1.19428, -3.69106, 0.51336], [3.83218, -0.84355, -0.69687], [3.54740, -2.97450, 0.66160], [-1.35330, 1.55618, 1.32206], [-5.69311, 1.80324, 0.45556], [2.54238, 3.28946, 1.61003], [0.43709, -1.96809, -2.52637], [1.65792, -0.20306, -1.66262], [2.78651, -2.89939, 2.25873], [0.38549, -3.52906, -1.67482], [3.27522, 0.70201, -0.02698]], "forces_ev_per_a": [[-0.21, -0.13, 0.10], [-0.16, -0.12, -0.14], [-0.15, -0.20, 0.14], [-0.15, -0.02, -0.11], [0.15, 0.45, -0.25], [0.09, -0.22, 0.07], [-0.13, 0.37, 0.06], [-0.26, -0.22, 0.19], [0.36, 0.19, -0.01], [-0.27, -0.11, -0.08], [-0.01, -0.01, 0.00], [-0.22, 0.16, 0.11], [-0.05, -0.13, 0.06], [0.29, -0.24, 0.09], [-0.09, -0.10, 0.05], [0.34, 0.00, -0.22], [0.35, 0.13, 0.29], [0.10, 0.04, -0.01], [-0.33, -0.06, -0.18], [0.09, 0.02, 0.14], [0.29, -0.11, -0.15], [0.17, -0.14, -0.19], [0.28, 0.28, -0.15], [-0.23, 0.14, 0.16], [-0.02, 0.05, 0.08], [-0.01, 0.05, 0.07], [-0.05, -0.20, 0.08], [-0.03, -0.06, -0.01], [0.02, 0.11, -0.02], [0.00, -0.02, 0.09], [0.04, -0.03, -0.11], [0.00, 0.02, -0.13], [0.07, 0.04, -0.05], [-0.02, -0.01, 0.00], [-0.08, 0.03, 0.04], [0.05, 0.02, -0.07], [0.03, -0.08, 0.00], [-0.03, -0.03, 0.03], [-0.09, 0.03, 0.04], [0.08, 0.03, 0.05], [-0.02, -0.02, 0.01], [-0.09, 0.02, -0.01], [0.02, -0.06, 0.02], [-0.16, 0.13, -0.04], [0.04, 0.01, -0.03]], "lowdin_charge": [0.686, 0.020, 0.081, -0.156, 0.164, -0.103, -0.143, -0.224, -0.206, -0.013, -0.087, -0.175, -0.103, -0.193, -0.022, -0.436, -0.266, -0.080, -0.019, -0.103, 0.004, -0.204, -0.666, -0.181, 0.108, 0.108, 0.135, 0.131, 0.128, 0.108, 0.107, 0.120, 0.107, 0.103, 0.126, 0.116, 0.115, 0.122, 0.104, 0.103, 0.126, 0.124, 0.110, 0.130, 0.095]}


{"formula": "C36H32NO", "method": "wB97M-V/def2-TZVPD", "total_energy_ha": -1520.77236, "gap_ev": 4.80, "max_force_ev_per_a": 1.6, "charge": 1, "homo_ev": -10.74, "symbols": ["O", "N", "C", "C", "C", "C", "C", "C", "C", "C", "C", "C", "C", "C", "C", "C", "C", "C", "C", "C", "C", "C", "C", "C", "C", "C", "C", "C", "C", "C", "C", "C", "C", "C", "C", "C", "C", "C", "H", "H", "H", "H", "H", "H", "H", "H", "H", "H", "H", "H", "H", "H", "H", "H", "H", "H", "H", "H", "H", "H", "H", "H", "H", "H", "H", "H", "H", "H", "H", "H"], "coordinates": [[-0.12369, -1.13456, -2.00383], [-1.97919, -1.67818, -0.10164], [2.32938, 2.62033, 2.79710], [-1.88368, -2.52935, -2.92840], [4.59948, -0.69733, -1.33812], [-0.29284, 1.13520, -5.19685], [2.61129, 3.96635, 3.00161], [-2.68038, 0.68846, -3.80297], [3.84794, 0.28264, -0.68174], [-0.35068, 0.15188, -4.20540], [1.76780, -2.66890, 2.73085], [-1.48996, -1.12362, -2.40589], [2.97931, -0.10753, 0.33848], [0.95161, -2.44333, 3.84896], [-2.78180, -2.68214, -3.99556], [-1.32900, -3.66480, -2.33749], [-2.45070, -1.15151, 1.16786], [1.60242, -0.27055, 2.21949], [2.47421, 2.95353, 0.39000], [-2.30098, 0.59201, -0.57271], [2.76717, 4.29816, 0.59854], [-2.62968, 1.64848, -4.82126], [-1.59767, -4.94104, -2.85309], [-1.43701, 1.87143, -5.51631], [-1.53455, -0.06135, -3.50616], [0.76010, -0.06680, 3.31433], [2.85183, 4.80618, 1.90423], [2.21008, 0.65457, 1.29570], [-2.37337, -0.82434, -1.18981], [3.72795, -2.44598, 0.12519], [-2.66319, 0.34968, 0.90584], [2.91993, -1.49574, 0.72967], [4.56971, -2.04117, -0.92146], [2.06207, -1.59350, 1.90177], [-3.04778, -3.95668, -4.52050], [-2.44345, -5.08680, -3.95916], [2.29403, 2.07821, 1.48639], [0.43050, -1.16395, 4.11726], [-2.05244, 0.95095, 1.58509], [-0.07469, -1.54439, -1.11801], [2.19822, 1.95991, 3.65264], [-1.12627, -5.80444, -2.37780], [-1.27560, 0.99297, -0.65837], [5.23235, -0.41018, -2.17711], [-2.13874, -2.67288, -0.24663], [2.18809, -3.64624, 2.49104], [-2.63716, -6.07906, -4.36809], [-2.97638, 1.27766, -1.09757], [0.71515, -3.26728, 4.52034], [-3.71643, 0.60553, 1.07843], [2.65759, 4.35539, 4.02217], [-3.27716, -1.80565, -4.41700], [3.69031, -3.47321, 0.49291], [2.37865, 2.55892, -0.62107], [0.65008, 1.28647, -5.71937], [-3.60546, 0.50207, -3.24823], [-1.40095, 2.61260, -6.31380], [-3.53515, 2.20077, -5.07170], [-1.72347, -1.33427, 1.97549], [-3.39662, -1.63322, 1.47396], [5.20878, -2.77240, -1.41242], [-0.23025, -1.01886, 4.97238], [3.93829, 1.33245, -0.94964], [-3.72112, -4.05957, -5.37433], [-3.42349, -1.02055, -1.49297], [2.93965, 4.95209, -0.26044], [3.10507, 5.85402, 2.06732], [-0.67541, -3.56504, -1.46595], [0.53015, -0.44399, -3.96438], [0.37138, 0.92868, 3.51822]], "forces_ev_per_a": [[0.30, -0.28, 0.78], [0.88, -0.67, 0.45], [0.00, 0.04, -0.05], [-0.09, 0.25, -0.37], [0.09, -0.47, 0.07], [-0.28, -0.29, 0.18], [-0.03, -0.03, -0.17], [0.38, -0.10, -0.20], [-0.18, -0.09, 0.06], [0.04, 0.46, -0.47], [0.28, 0.53, -0.77], [0.25, -0.21, -0.29], [0.19, -1.24, -0.08], [-0.27, 0.65, 0.08], [0.11, -0.46, 0.11], [-0.04, -0.45, -0.28], [-0.34, -0.23, 0.21], [0.03, -1.17, 0.19], [0.27, 0.21, 0.08], [0.46, -0.33, -0.18], [-0.12, -0.17, 0.01], [0.06, -0.28, 0.15], [-0.09, 0.38, 0.04], [0.01, -0.05, 0.11], [-0.29, -0.11, 0.35], [0.04, -0.11, -0.22], [-0.10, -0.38, 0.01], [0.35, 0.41, 0.42], [-0.88, 0.57, -0.17], [-0.67, 0.34, 0.55], [-0.37, 0.24, 0.06], [1.01, 0.64, -1.10], [-0.16, 0.75, -0.28], [-0.82, 0.26, 1.34], [0.15, 0.18, 0.32], [0.10, 0.19, 0.20], [-0.13, 0.35, -0.09], [0.11, -0.34, 0.03], [-0.14, 0.05, -0.12], [-0.39, 0.23, -0.34], [0.18, 0.23, -0.23], [-0.23, 0.19, -0.24], [-0.33, -0.21, -0.09], [-0.09, -0.09, 0.30], [-0.26, 0.45, 0.07], [-0.25, 0.16, 0.26], [0.04, 0.29, 0.09], [0.20, -0.11, 0.30], [0.01, 0.19, -0.17], [0.29, 0.03, 0.06], [0.02, -0.12, -0.41], [0.26, -0.28, 0.00], [0.20, 0.25, -0.29], [-0.05, 0.22, 0.26], [-0.27, 0.09, -0.01], [0.28, 0.16, -0.28], [-0.03, -0.14, 0.21], [0.28, -0.05, 0.03], [-0.13, 0.01, -0.27], [0.21, 0.20, -0.02], [-0.15, 0.18, 0.07], [0.22, -0.08, -0.24], [0.14, -0.34, -0.07], [0.20, 0.02, 0.30], [0.22, 0.13, 0.03], [-0.13, -0.22, 0.35], [-0.09, -0.29, -0.06], [-0.06, -0.10, -0.46], [-0.33, 0.26, -0.13], [-0.08, -0.31, 0.07]], "lowdin_charge": [-0.041, -0.029, 0.005, -0.133, -0.031, -0.070, -0.040, -0.047, 0.032, -0.018, 0.024, -0.378, -0.086, -0.016, -0.011, -0.051, -0.191, -0.104, -0.004, -0.109, -0.037, -0.072, -0.073, -0.087, -0.158, 0.002, -0.026, 0.054, -0.283, 0.022, -0.152, -0.091, -0.011, -0.087, -0.067, -0.086, -0.136, -0.044, 0.093, 0.082, 0.113, 0.104, 0.119, 0.118, 0.114, 0.125, 0.104, 0.109, 0.121, 0.110, 0.121, 0.111, 0.125, 0.119, 0.102, 0.116, 0.103, 0.105, 0.091, 0.116, 0.121, 0.119, 0.111, 0.107, 0.161, 0.122, 0.121, 0.105, 0.118, 0.121]}


Look up the charge of the second one.
+1


Number 2 is which compound?
C36H32NO